Entry 1:
Molecular formula: C8H14Cl12O2S
Method: DFT, ωB97M-V/def2-TZVPD

The structure (SMILES) is ClC(Cl)Cl.ClC(Cl)Cl.ClC(Cl)Cl.ClC(Cl)Cl.COCCOCS. The value obtained for the highest occupied orbital energy is -8.731 eV. Its charge is 0. The value obtained for the LUMO energy is 0.015 Ha.

Cartesian coordinates (Å):
C: 1.014 1.090 1.162
O: -0.192 0.627 1.720
C: -0.800 1.556 2.590
C: -1.676 2.572 1.867
O: -3.016 2.151 1.694
C: -3.202 1.160 0.717
S: -3.726 -0.450 1.384
H: 1.725 1.409 1.933
H: 1.454 0.278 0.586
H: 0.862 1.930 0.471
H: -0.048 2.081 3.193
H: -1.436 0.987 3.273
H: -1.738 3.490 2.454
H: -1.233 2.813 0.894
H: -4.028 1.460 0.071
H: -2.303 1.032 0.109
H: -2.910 -0.471 2.439
C: 3.928 -1.743 0.098
Cl: 2.554 -2.479 -0.720
Cl: 4.145 -0.067 -0.415
Cl: 3.738 -1.838 1.850
H: 4.816 -2.298 -0.172
C: 2.883 -6.938 -1.157
Cl: 1.142 -7.177 -1.283
Cl: 3.543 -6.306 -2.667
Cl: 3.274 -5.872 0.191
H: 3.341 -7.900 -0.970
C: -6.733 0.289 -1.979
Cl: -7.132 1.100 -0.467
Cl: -6.745 1.427 -3.328
Cl: -5.174 -0.525 -1.855
H: -7.488 -0.462 -2.169
C: 4.322 3.359 -2.333
Cl: 2.924 2.613 -3.105
Cl: 4.541 5.019 -2.884
Cl: 4.174 3.291 -0.576
H: 5.200 2.794 -2.614

And the natural (NBO) charges, in e, turn out to be: -0.252 -0.541 -0.101 -0.093 -0.533 -0.189 -0.065 0.165 0.198 0.162 0.171 0.195 0.196 0.172 0.198 0.187 0.119 -0.288 0.029 0.010 0.018 0.229 -0.287 0.024 0.017 0.019 0.227 -0.288 0.025 0.017 0.024 0.228 -0.288 0.024 0.025 0.018 0.228



Entry 2:
Molecular formula: C8H14ClN2O2
Method: DFT, ωB97M-V/def2-TZVPD

The value obtained for the highest occupied orbital energy is -3.952 eV. The energy above the lowest of the compared OMol25 structures with the same formula, charge and spin comes out at 128.7 kJ/mol. Its charge is -1. The value obtained for the LUMO energy is 0.072 Ha.

Cartesian coordinates (Å):
C: -1.133 1.737 1.371
C: -1.984 0.624 0.794
N: -1.155 -0.486 0.342
C: -0.577 -0.612 -0.903
C: 0.045 -1.804 -0.937
N: -0.113 -2.374 0.307
C: -0.906 -1.590 1.025
C: 0.414 -3.699 0.622
H: -1.693 2.622 1.676
H: -0.417 2.139 0.642
H: -0.568 1.397 2.238
H: -2.732 0.886 0.048
H: -2.637 0.218 1.579
H: -0.464 0.260 -1.524
H: 0.700 -2.235 -1.681
H: -1.324 -1.825 1.989
H: 1.336 -3.574 1.181
H: 0.476 -4.300 -0.276
H: -0.303 -4.214 1.268
C: 1.383 1.984 -1.294
C: 1.544 3.373 -0.662
O: 1.027 3.486 0.494
O: 2.087 4.269 -1.338
H: 2.266 1.338 -1.208
H: 1.348 2.092 -2.384
H: 0.497 1.473 -0.932
Cl: 2.883 -1.185 -2.433

And the natural (NBO) charges, in e, turn out to be: -0.664 -0.210 -0.275 -0.052 -0.025 -0.295 0.224 -0.397 0.226 0.313 0.206 0.217 0.186 0.278 0.302 0.218 0.233 0.237 0.200 -0.737 0.762 -0.835 -0.763 0.259 0.214 0.138 -0.959



Entry 3:
Molecular formula: C8H14CoOP
Method: DFT, ωB97M-V/def2-TZVPD

As for the multiplicity: 5. The value obtained for the highest occupied orbital energy (spin up / spin down) is -5.758 / -7.364 eV. Its charge is 0. The value obtained for the LUMO energy (spin up / spin down) is 0.005 / 0.002 Ha.

Cartesian coordinates (Å):
C: 1.230 1.658 0.223
C: 0.748 2.391 -0.844
C: -0.485 2.225 -1.500
C: -1.441 1.224 -1.218
C: -1.438 0.346 -0.143
Co: 0.311 0.159 0.000
P: 1.154 -0.351 2.051
H: 2.197 1.806 0.724
H: 1.382 3.213 -1.201
H: -0.721 2.926 -2.294
H: -2.243 -0.371 0.093
H: -2.277 1.196 -1.935
H: 0.091 -0.846 2.895
H: 1.869 0.414 3.011
H: 2.060 -1.442 1.940
C: -0.297 -3.947 -1.119
C: -0.248 -2.880 -0.081
C: -0.816 -3.139 1.261
O: 0.339 -1.796 -0.379
H: -0.597 -4.904 -0.690
H: 0.685 -4.037 -1.593
H: -1.011 -3.669 -1.904
H: -0.137 -2.809 2.064
H: -1.788 -2.630 1.404
H: -0.980 -4.216 1.406

And the natural (NBO) charges, in e, turn out to be: -0.639 -0.260 -0.288 -0.295 -0.632 1.010 0.130 0.180 0.197 0.205 0.168 0.189 0.005 0.027 -0.013 -0.716 0.625 -0.737 -0.638 0.221 0.253 0.259 0.250 0.269 0.230



Entry 4:
Molecular formula: C8H14FN2S
Method: DFT, ωB97M-V/def2-TZVPD

The structure (SMILES) is C[NH2+]C(C)(C)[C@H](F)c1cscn1. The value obtained for the highest occupied orbital energy is -12.955 eV. The energy above the lowest of the compared OMol25 structures with the same formula, charge and spin comes out at 122.4 kJ/mol. Its charge is +1. The value obtained for the LUMO energy is -0.111 Ha.

Cartesian coordinates (Å):
C: -0.840 0.620 -2.743
C: -2.003 2.618 -1.867
C: -1.179 0.614 -1.462
C: 0.295 0.917 1.224
C: 1.670 0.056 -0.502
C: 0.354 -1.816 2.588
C: -0.828 -0.506 -0.548
C: 0.381 -0.305 0.351
N: -1.756 1.733 -0.962
N: 0.794 -1.545 1.162
F: -0.530 -1.725 -1.280
S: -1.445 2.177 -3.454
H: -0.432 -0.053 -3.475
H: -2.277 3.635 -1.568
H: -0.539 0.990 1.860
H: 1.159 1.079 1.770
H: 0.142 1.833 0.724
H: 1.774 -0.785 -1.317
H: 1.369 0.850 -1.099
H: 2.706 0.207 -0.100
H: -0.827 -1.817 2.769
H: 0.738 -2.845 2.841
H: 0.815 -1.148 3.425
H: -1.745 -0.805 -0.037
H: 1.847 -1.717 1.135
H: 0.356 -2.261 0.566

And the natural (NBO) charges, in e, turn out to be: -0.349 -0.100 0.024 -0.654 -0.650 -0.465 0.184 0.109 -0.451 -0.530 -0.382 0.410 0.264 0.244 0.234 0.225 0.271 0.226 0.245 0.253 0.260 0.246 0.260 0.218 0.454 0.455



Entry 5:
Molecular formula: C8H14FO2S2
Method: DFT, ωB97M-V/def2-TZVPD

The value obtained for the highest occupied orbital energy is -2.445 eV. The energy above the lowest of the compared OMol25 structures with the same formula, charge and spin comes out at 184.1 kJ/mol. Its charge is -1. The value obtained for the LUMO energy is 0.104 Ha.

Cartesian coordinates (Å):
C: -0.386 3.067 0.750
C: 2.146 -2.218 -0.797
C: 2.537 -0.714 -0.658
C: 1.480 0.028 0.120
C: -2.740 0.228 0.833
C: -3.503 0.432 -0.546
C: -1.994 -1.052 0.829
C: 0.138 0.226 -0.433
O: -0.492 2.791 1.893
O: -1.739 -0.924 -1.715
F: -4.462 1.489 -0.430
S: -0.184 4.001 -0.542
S: -0.787 -1.203 -0.586
H: 1.419 -2.110 -1.526
H: 2.870 -3.027 -0.920
H: 1.700 -2.457 0.186
H: 2.571 -0.389 -1.673
H: 3.564 -0.529 -0.238
H: 2.043 0.951 0.327
H: 1.307 -0.515 1.151
H: -3.410 0.301 1.720
H: -1.992 1.015 0.767
H: -3.963 -0.512 -0.811
H: -2.871 0.821 -1.316
H: -1.402 -1.234 1.734
H: -2.643 -1.905 0.566
H: -0.167 1.028 -1.172

And the natural (NBO) charges, in e, turn out to be: 0.476 -0.625 -0.390 -0.428 -0.478 0.065 -0.609 -0.907 -0.483 -1.068 -0.422 -0.081 1.227 0.216 0.191 0.190 0.189 0.166 0.199 0.162 0.204 0.227 0.157 0.200 0.202 0.194 0.227



Entry 6:
Molecular formula: C8H14MnO2
Method: DFT, ωB97M-V/def2-TZVPD

As for the multiplicity: 6. The value obtained for the highest occupied orbital energy (spin up / spin down) is -16.690 / -16.690 eV. Its charge is +2. The value obtained for the LUMO energy (spin up / spin down) is -0.425 / -0.433 Ha.

Cartesian coordinates (Å):
C: 2.491 -1.273 -0.313
C: 1.621 -0.592 0.899
C: 0.846 0.799 0.503
C: 1.586 1.690 -0.667
C: -0.760 0.583 0.161
C: -1.195 -0.175 -1.225
O: -2.678 -0.286 -1.023
C: -2.948 -0.623 0.388
O: -3.952 -1.281 0.976
C: -1.713 -0.079 1.319
H: 1.796 -1.869 -1.072
H: 3.170 -2.111 0.198
H: 3.239 -0.549 -0.855
H: 2.315 -0.357 1.836
H: 0.805 -1.396 1.228
H: 0.866 1.477 1.486
H: 1.313 2.820 -0.443
H: 1.357 1.350 -1.763
H: 2.765 1.615 -0.515
H: -1.191 1.662 0.010
H: -0.915 -1.324 -1.311
H: -1.151 0.413 -2.252
H: -1.281 -1.048 1.818
H: -1.931 0.687 2.189
Mn: -4.452 -0.132 -1.572

And the natural (NBO) charges, in e, turn out to be: -0.651 -0.424 -0.214 -0.653 -0.246 -0.085 -0.735 0.724 -0.457 -0.534 0.199 0.255 0.239 0.255 0.189 0.248 0.242 0.215 0.262 0.230 0.250 0.260 0.303 0.328 1.800



Entry 7:
Molecular formula: C8H14N
Method: DFT, ωB97M-V/def2-TZVPD

The value obtained for the highest occupied orbital energy is -13.232 eV. The energy above the lowest of the compared OMol25 structures with the same formula, charge and spin comes out at 297.6 kJ/mol. Its charge is +1. The value obtained for the LUMO energy is -0.224 Ha.

Cartesian coordinates (Å):
C: 0.799 -0.672 1.123
C: -0.404 -0.360 0.753
C: -1.710 2.119 0.940
C: -2.155 1.060 0.124
C: 3.010 0.037 0.211
C: -1.957 -1.237 -0.954
C: 1.803 -0.842 -0.054
C: -1.472 -0.146 -0.026
N: 1.348 -0.532 -1.360
H: 1.191 -1.091 2.070
H: -1.821 1.789 1.967
H: -0.643 2.276 0.922
H: -3.061 1.093 -0.457
H: 3.912 -0.363 -0.079
H: 3.071 0.831 -0.467
H: 2.852 0.448 1.158
H: -2.858 -0.836 -1.373
H: -1.030 -1.545 -1.597
H: -2.208 -2.110 -0.207
H: 1.874 -1.940 0.083
H: -2.335 2.881 0.692
H: 0.756 -1.230 -1.834
H: 1.037 0.372 -1.634

And the natural (NBO) charges, in e, turn out to be: -0.290 0.368 -0.715 0.205 -0.624 -0.609 -0.012 -0.231 -0.829 0.300 0.289 0.275 0.224 0.252 0.234 0.211 0.235 0.231 0.246 0.233 0.255 0.369 0.382



Entry 8:
Molecular formula: C8H14N2
Method: DFT, ωB97M-V/def2-TZVPD

The structure (SMILES) is CCCC#N.CCCC#N. The value obtained for the highest occupied orbital energy is -11.211 eV. The energy above the lowest of the compared OMol25 structures with the same formula, charge and spin comes out at 87.5 kJ/mol. Its charge is 0. The value obtained for the LUMO energy is 0.022 Ha.

Cartesian coordinates (Å):
C: 0.645 1.576 -1.784
C: 1.599 0.555 -1.161
C: 1.363 -0.840 -1.682
C: 2.576 -1.668 -1.596
N: 3.542 -2.287 -1.529
H: 0.761 2.567 -1.343
H: -0.400 1.314 -1.591
H: 0.828 1.627 -2.857
H: 1.447 0.565 -0.077
H: 2.611 0.903 -1.363
H: 1.163 -0.831 -2.764
H: 0.568 -1.470 -1.277
C: -0.268 -0.147 2.464
C: -1.339 0.651 1.696
C: -2.487 -0.217 1.150
C: -1.961 -1.310 0.315
N: -1.564 -2.171 -0.329
H: -0.760 -0.996 2.950
H: 0.118 0.520 3.233
H: 0.531 -0.616 1.894
H: -0.919 1.118 0.802
H: -1.785 1.404 2.342
H: -3.155 0.451 0.603
H: -3.115 -0.696 1.905

And the natural (NBO) charges, in e, turn out to be: -0.601 -0.390 -0.526 0.297 -0.346 0.214 0.198 0.208 0.204 0.219 0.241 0.278 -0.625 -0.379 -0.509 0.300 -0.349 0.208 0.220 0.222 0.206 0.214 0.250 0.245



Entry 9:
Molecular formula: C8H14N2O2
Method: DFT, ωB97M-V/def2-TZVPD

The structure (SMILES) is CC1=NN=CC1.CCOC(C)=O. The value obtained for the highest occupied orbital energy is -9.800 eV. The energy above the lowest of the compared OMol25 structures with the same formula, charge and spin comes out at 57.8 kJ/mol. Its charge is 0. The value obtained for the LUMO energy is 0.028 Ha.

Cartesian coordinates (Å):
C: 3.859 1.511 0.454
C: 4.100 0.145 -0.142
C: 2.036 -1.000 0.020
C: 0.942 -1.703 -0.777
C: -4.135 -1.257 0.561
C: -3.168 -0.243 0.052
C: -2.052 1.672 -0.430
C: -3.327 1.248 0.220
H: 4.740 1.850 1.002
H: 3.634 2.244 -0.326
H: 3.003 1.492 1.143
H: 4.836 0.177 -0.945
H: 4.454 -0.588 0.582
H: 1.357 -2.227 -1.642
H: 0.211 -0.974 -1.131
H: 0.446 -2.439 -0.147
H: -4.557 -1.828 -0.269
H: -3.666 -1.950 1.282
H: -4.969 -0.763 1.062
H: -1.716 2.687 -0.565
H: -3.390 1.537 1.293
H: -4.222 1.641 -0.296
N: -2.087 -0.516 -0.587
N: -1.385 0.678 -0.849
O: 2.923 -0.403 -0.784
O: 2.129 -0.989 1.218

And the natural (NBO) charges, in e, turn out to be: -0.638 -0.073 0.805 -0.725 -0.664 0.279 0.076 -0.569 0.215 0.208 0.229 0.185 0.193 0.225 0.272 0.229 0.242 0.245 0.217 0.204 0.262 0.262 -0.285 -0.262 -0.514 -0.618



Entry 10:
Molecular formula: C8H14N2O3
Method: DFT, ωB97M-V/def2-TZVPD

The structure (SMILES) is C[C@H](N)C(=O)N1CCC[C@H]1C(=O)O. The value obtained for the highest occupied orbital energy is -8.702 eV. The energy above the lowest of the compared OMol25 structures with the same formula, charge and spin comes out at 269.3 kJ/mol. Its charge is 0. The value obtained for the LUMO energy is 0.017 Ha.

Cartesian coordinates (Å):
C: -0.254 -2.054 -0.709
C: -0.733 -0.556 -0.884
C: -1.317 -3.044 -0.933
C: -0.536 1.639 0.484
C: -0.604 2.721 -0.756
C: 0.473 2.009 1.528
C: 1.789 1.133 1.368
C: 1.465 0.358 0.057
H: 0.037 -1.564 1.315
H: 0.306 -3.186 0.789
H: 0.600 -2.155 -1.325
H: -2.075 -2.768 -0.080
H: -1.086 -4.092 -0.711
H: -1.870 -2.907 -1.968
H: -1.574 1.519 0.726
H: 0.819 3.008 1.429
H: 0.154 1.977 2.610
H: 1.947 0.388 2.116
H: 2.785 1.765 1.279
H: 1.754 -0.659 0.152
H: 1.820 0.832 -0.879
H: -1.267 1.392 -2.019
N: 0.412 -2.247 0.693
N: 0.040 0.522 -0.196
O: -1.557 -0.295 -1.674
O: -0.378 3.907 -0.546
O: -1.148 2.354 -1.865

And the natural (NBO) charges, in e, turn out to be: -0.160 0.741 -0.636 -0.138 0.776 -0.438 -0.399 -0.244 0.372 0.365 0.213 0.210 0.225 0.248 0.232 0.254 0.223 0.206 0.224 0.246 0.188 0.514 -0.852 -0.502 -0.588 -0.607 -0.674



Entry 11:
Molecular formula: C8H14N2O5
Method: DFT, ωB97M-V/def2-TZVPD

The value obtained for the highest occupied orbital energy is -9.359 eV. The energy above the lowest of the compared OMol25 structures with the same formula, charge and spin comes out at 608.4 kJ/mol. Its charge is 0. The value obtained for the LUMO energy is 0.014 Ha.

Cartesian coordinates (Å):
C: 2.796 0.456 -1.068
C: -1.571 1.485 0.315
C: -1.011 -0.872 0.390
C: -2.299 1.500 -1.052
C: -2.346 -0.893 -0.384
C: -0.480 0.477 0.365
C: 2.081 -1.594 0.537
C: 2.351 -0.130 0.323
N: 0.746 0.843 0.512
N: 3.071 0.470 1.257
O: 2.842 -0.346 -1.996
O: 2.959 1.679 -0.910
O: 1.041 2.095 0.587
O: -2.435 0.078 -1.432
O: 1.466 -2.242 -0.550
H: -1.222 2.470 0.623
H: -2.276 1.361 1.191
H: -1.233 -0.971 1.494
H: -0.292 -1.547 0.051
H: -3.291 1.943 -0.858
H: -1.550 1.963 -1.694
H: -2.589 -1.902 -0.810
H: -3.304 -0.928 0.379
H: 3.038 -2.135 0.868
H: 1.360 -1.618 1.321
H: 2.000 2.172 -0.128
H: 3.534 1.268 0.870
H: 3.216 0.045 2.146
H: 1.767 -1.977 -1.489

And the natural (NBO) charges, in e, turn out to be: 0.781 -0.516 -0.517 -0.055 -0.067 0.310 -0.109 0.245 -0.025 -0.795 -0.649 -0.729 -0.573 -0.544 -0.753 0.255 0.224 0.231 0.272 0.196 0.207 0.217 0.157 0.195 0.189 0.501 0.426 0.396 0.530



Entry 12:
Molecular formula: C8H14N3
Method: DFT, ωB97M-V/def2-TZVPD

The value obtained for the highest occupied orbital energy (spin up / spin down) is -10.702 / -10.702 eV. The energy above the lowest of the compared OMol25 structures with the same formula, charge and spin comes out at 640.4 kJ/mol. Its charge is +1. The value obtained for the LUMO energy (spin up / spin down) is -0.175 / -0.175 Ha.

Cartesian coordinates (Å):
C: -0.710 2.148 -0.548
C: 1.041 1.538 0.589
C: 2.065 1.493 1.472
C: -0.538 -1.976 0.187
C: -2.382 -0.498 0.541
C: 0.459 -0.886 0.642
C: -0.624 0.811 -0.848
C: 1.422 -0.134 -1.413
N: 0.219 2.551 0.280
N: -1.976 -1.600 -0.038
N: 0.568 0.322 -0.295
H: -1.390 2.974 -0.834
H: 2.677 0.671 1.372
H: 2.265 2.306 2.147
H: 0.006 -2.430 -0.758
H: -0.515 -2.834 0.884
H: -1.840 0.114 1.101
H: -3.409 -0.302 0.328
H: 0.217 -0.325 1.506
H: 1.334 -1.381 0.655
H: -1.171 0.191 -1.530
H: 1.323 -1.154 -1.672
H: 1.130 0.399 -2.302
H: 2.486 0.311 -1.244
H: -2.660 -2.309 -0.223

And the natural (NBO) charges, in e, turn out to be: 0.065 0.319 -0.480 -0.272 0.098 -0.198 -0.313 -0.431 -0.517 -0.485 -0.283 0.245 0.199 0.262 0.234 0.254 0.213 0.224 0.240 0.234 0.234 0.217 0.245 0.257 0.440